No. 1
The following is a quantum chemistry calculation of C43H35N5O4Rb as an isolated structure, from the OMol25 dataset.

XYZ file:
```
88
Properties=species:S:1:pos:R:3:forces:R:3
Rb 13.918018 9.568873 13.883858 -0.70 0.31 0.56
O 11.274898 9.876892 13.508961 0.29 0.36 -0.65
C 10.006782 9.792059 13.550175 0.65 -0.67 0.58
C 9.174548 10.329400 12.544804 -0.35 -0.48 -0.14
C 7.809739 10.141683 12.639890 -1.12 0.97 -0.64
C 7.185340 9.358928 13.602972 -0.30 -0.27 -0.69
C 7.996217 8.747225 14.515602 0.37 -0.06 0.75
C 9.349451 9.052635 14.629424 -1.14 0.58 -2.18
C 10.003231 8.605683 15.767739 2.84 0.30 1.85
N 11.210667 9.047967 16.083795 -2.78 0.19 -4.20
N 11.643483 8.698469 17.213003 4.14 -0.65 5.63
C 12.924260 9.216069 17.508995 -3.84 -0.83 -1.49
O 13.604325 9.863762 16.671102 0.87 0.03 0.84
C 13.236434 9.106448 18.972299 1.01 -0.36 0.08
C 12.934341 7.981065 19.770506 -0.45 1.01 0.89
C 13.138349 8.072623 21.204962 -0.13 -0.74 -2.14
C 13.874387 9.109257 21.756910 -0.41 0.92 -0.71
C 14.282967 10.172202 20.902975 0.31 -0.37 -0.20
C 13.954460 10.178176 19.539059 0.14 -0.05 0.67
H 9.646204 10.714974 11.633278 -0.21 0.35 0.52
H 7.125088 10.704532 11.997674 0.34 -0.30 -0.39
H 6.123814 9.116881 13.554803 0.18 0.31 -0.01
H 7.582664 8.044121 15.225266 -0.13 -0.01 0.28
H 9.440779 7.993258 16.486996 0.24 0.00 0.00
H 12.423487 7.137646 19.257833 0.33 0.67 0.74
H 12.714075 7.276883 21.817994 0.32 0.13 -0.02
H 14.017453 9.158145 22.839089 0.16 0.01 -0.38
H 14.945157 10.969393 21.269310 -0.51 -0.28 0.06
H 14.261019 11.018440 18.884387 -0.31 -0.71 0.55
C 18.854798 7.630799 15.904138 -0.37 -2.21 -0.93
O 18.448025 7.091166 14.579867 -0.28 0.34 -0.07
C 17.301021 7.773808 14.173043 1.04 0.71 3.42
N 16.808876 8.566449 15.090923 0.35 -1.65 -2.44
C 17.611803 8.391125 16.336930 -0.88 -0.31 0.09
C 17.766116 9.714231 17.009178 2.25 0.68 0.43
C 16.651536 10.461039 17.316525 -0.51 0.10 -0.62
C 16.777036 11.744705 17.801501 -0.39 0.36 1.05
C 18.051890 12.299236 18.082567 -2.39 0.66 0.23
C 19.152418 11.572818 17.771103 0.16 -1.50 0.00
C 19.032850 10.255559 17.318270 -0.88 0.03 -0.66
C 16.877317 7.375179 12.807464 -0.56 0.92 -1.15
C 17.512336 6.290188 12.149344 -0.29 1.35 1.19
C 16.918060 5.823073 10.997806 -0.51 -0.35 -0.46
C 16.018420 6.627612 10.316645 0.15 0.49 0.84
C 15.606078 7.819171 10.957706 0.79 -1.03 0.51
N 15.892739 8.132656 12.213055 1.87 -1.32 0.71
C 14.737932 8.716090 10.254598 -3.03 1.79 -2.19
N 14.217504 9.859836 10.572988 1.23 -2.11 -0.12
C 13.292420 10.212210 9.512095 -0.52 1.32 -0.17
C 13.445287 9.187685 8.405517 0.40 -2.10 0.19
O 14.317981 8.158983 9.028387 -0.44 1.13 0.90
C 13.411580 11.626473 9.011227 0.78 0.70 1.14
C 14.122158 12.600956 9.732509 0.35 0.24 -1.29
C 14.303371 13.870957 9.136198 -0.38 -1.10 -0.13
C 13.677116 14.146888 7.909560 -0.75 -0.12 0.74
C 12.798694 13.210654 7.321381 0.64 0.92 -0.19
C 12.705261 11.942923 7.865716 -0.07 -0.40 -0.30
H 19.162255 6.695760 16.474839 -0.63 1.40 -0.32
H 19.736920 8.210876 15.717750 0.34 0.57 0.01
H 16.994227 7.789379 17.026686 0.10 -0.11 -0.39
H 15.665325 10.053243 17.096055 -0.09 0.17 0.09
H 15.801121 12.219703 18.059927 1.19 0.08 -0.20
H 18.111773 13.257381 18.613160 0.09 -0.25 -0.55
H 20.118352 11.962644 17.923966 1.06 0.43 0.33
H 19.932328 9.678606 17.168959 0.12 -0.02 -0.14
H 18.466237 5.916079 12.516799 -0.65 -0.39 0.31
H 17.078117 4.787489 10.710462 0.54 0.33 -0.54
H 15.650789 6.408235 9.327792 -0.12 -0.21 0.12
H 12.256668 10.238611 9.878607 0.21 -0.72 0.45
H 12.455524 8.747561 8.173630 0.73 -0.10 -0.02
H 13.992931 9.394583 7.479147 -0.39 0.81 0.24
H 14.638187 12.329409 10.652890 -0.23 0.10 -0.21
H 14.966927 14.570067 9.634573 -0.23 0.17 -0.16
H 13.713085 15.148702 7.490363 0.25 -0.17 -0.04
H 12.265041 13.549139 6.421651 0.14 -0.53 0.43
H 12.130703 11.103020 7.449242 -0.02 0.79 -0.25
C 13.098183 14.008978 13.595787 -0.14 -0.35 0.45
C 12.804110 13.298940 14.775060 -0.61 -0.62 -1.26
C 13.596158 13.370076 15.919339 -1.28 -0.71 -1.02
C 14.648041 14.233522 15.945981 0.97 1.91 -0.30
C 14.851241 15.100548 14.828279 0.04 -0.84 0.56
C 14.097776 14.944015 13.648437 1.54 0.91 0.76
H 12.657979 13.859535 12.609387 -0.55 -0.26 0.57
H 11.969326 12.589882 14.762625 0.33 0.10 -0.01
H 13.308742 12.646064 16.661115 0.35 0.05 0.63
H 15.270892 14.327745 16.853592 -0.24 -0.03 -0.71
H 15.658477 15.832713 14.877840 -0.22 -0.15 -0.08
H 14.360754 15.556024 12.776803 -0.18 -0.25 0.31
```
Forces are in eV/Å.

- Orbital gap: 3.376 eV
- Lowest unoccupied orbital energy: 1.18 eV
- HOMO energy: -2.20 eV
- Largest force on an atom: 7.021 eV Å⁻¹
- Net charge: -1
- Energy relative to the best compared isomer or geometry (same formula, charge and spin): 63.32 kJ/mol

No. 2
The following is a quantum chemistry calculation of C43H35NO2PPtSSb as an isolated structure, from the OMol25 dataset.

XYZ file:
```
85
Properties=species:S:1:pos:R:3:forces:R:3
Pt 0.112983 -0.003701 -0.250988 -0.41 0.15 0.32
O -2.160476 -2.960661 -0.421392 0.05 -0.02 -0.04
C -1.190946 -2.556552 0.210706 0.02 -0.09 0.14
O -1.169625 -1.435228 0.859669 0.06 0.19 -0.06
C 0.037333 -3.439495 0.326073 0.02 0.03 -0.08
C -0.232516 -4.809323 0.333560 0.03 -0.01 0.00
C 0.765572 -5.754544 0.466716 -0.02 0.00 0.01
C 2.083028 -5.327207 0.569158 0.02 -0.02 0.00
C 2.375584 -3.978897 0.528289 0.01 0.01 0.00
C 1.372031 -3.006559 0.414218 -0.03 -0.04 -0.01
S 1.997711 -1.353378 0.310672 0.05 -0.10 0.01
H -1.266727 -5.105957 0.223460 -0.01 -0.01 0.00
H 0.523944 -6.808914 0.485290 -0.01 -0.01 0.00
H 2.888772 -6.044318 0.667407 0.00 -0.01 0.00
H 3.407849 -3.653917 0.573560 0.00 0.02 0.01
N 1.166983 1.886411 -1.531184 0.02 0.05 0.05
C 1.494438 1.486963 -2.862947 -0.03 -0.07 -0.05
C 2.541912 2.085651 -3.550440 0.00 -0.01 -0.02
C 2.863322 1.668005 -4.832249 0.00 0.01 0.02
C 2.134902 0.655693 -5.439867 0.00 0.01 -0.01
C 1.101010 0.045874 -4.748979 -0.03 0.02 -0.03
C 0.772070 0.445621 -3.456263 0.09 0.00 0.00
P -0.419461 -0.472979 -2.441800 0.07 0.08 0.09
C -2.050549 0.259535 -2.719032 0.03 0.02 -0.16
C -3.108614 -0.220755 -1.943375 0.03 -0.03 0.05
C -4.356684 0.366550 -2.055977 -0.06 0.00 0.00
C -4.556540 1.435572 -2.921475 0.01 0.01 -0.02
C -3.505686 1.912980 -3.690315 -0.02 0.00 -0.01
C -2.252770 1.322134 -3.595020 0.00 0.01 -0.02
C -0.437645 -2.130032 -3.139711 -0.05 0.00 -0.08
C -1.474760 -2.591924 -3.942898 -0.04 0.00 0.05
C -1.432854 -3.884158 -4.443082 0.01 -0.01 0.00
C -0.357752 -4.708921 -4.144404 0.00 -0.02 -0.01
C 0.683267 -4.243740 -3.352714 0.01 -0.02 0.01
C 0.645241 -2.954745 -2.848981 0.05 -0.05 -0.05
H 1.930680 2.372461 -1.074356 -0.02 -0.01 0.02
H 0.341484 2.474342 -1.498866 0.02 0.02 -0.01
H 3.103819 2.882128 -3.077920 0.01 0.01 0.01
H 3.685811 2.135660 -5.357085 0.00 0.01 0.00
H 2.384260 0.329023 -6.440188 0.00 -0.01 -0.01
H 0.558777 -0.773647 -5.203584 -0.01 -0.02 0.00
H -2.944337 -1.047638 -1.256977 -0.03 -0.01 0.01
H -5.177561 -0.008534 -1.458911 0.00 -0.01 0.01
H -5.533644 1.894260 -2.997930 -0.01 0.01 0.00
H -3.659115 2.740964 -4.370257 -0.01 0.01 0.00
H -1.436376 1.688823 -4.206039 0.01 0.00 0.01
H -2.322419 -1.953397 -4.157650 0.00 0.00 0.00
H -2.245287 -4.250098 -5.057225 0.00 0.00 0.00
H -0.334894 -5.721949 -4.525130 0.00 0.00 0.00
H 1.517392 -4.888319 -3.107692 -0.01 -0.01 0.00
H 1.452074 -2.591539 -2.224800 0.02 0.03 0.04
C 0.803317 -1.581535 6.010770 -0.01 -0.02 0.01
C 1.592274 -0.453893 5.843288 0.02 0.00 0.02
C 1.404764 0.365718 4.738667 0.02 0.08 0.03
C 0.426006 0.057256 3.801832 0.00 0.01 0.00
C -0.359259 -1.080694 3.965068 0.01 -0.08 -0.02
C -0.169849 -1.894700 5.071844 0.01 -0.01 0.02
Sb 0.086209 1.269090 2.109868 0.14 -0.16 -0.22
C -1.515922 2.479350 2.783536 0.02 -0.02 0.00
C -2.554082 2.769393 1.906844 -0.02 0.02 -0.08
C -3.620810 3.556400 2.320622 -0.02 0.01 -0.01
C -3.652274 4.052504 3.614686 -0.02 0.02 0.00
C -2.622009 3.758554 4.497818 -0.01 0.01 0.03
C -1.558509 2.971196 4.084672 0.04 -0.02 0.05
C 1.713846 2.625973 2.248794 -0.08 0.00 0.00
C 1.542007 3.978021 2.520010 -0.03 0.07 0.04
C 2.629402 4.842169 2.494899 0.02 0.03 0.00
C 3.894921 4.359282 2.197929 0.01 0.01 0.01
C 4.073632 3.009388 1.924788 0.04 0.00 0.00
C 2.987458 2.146944 1.945371 0.04 -0.07 -0.03
H 0.951628 -2.222669 6.870286 0.00 0.00 0.00
H 2.357833 -0.212097 6.569580 0.00 0.00 0.00
H 2.030116 1.242310 4.611501 0.00 0.00 0.00
H -1.090556 -1.350632 3.213599 -0.02 0.01 -0.02
H -0.775452 -2.783399 5.193456 -0.01 0.00 0.00
H -2.541198 2.370354 0.897504 0.00 -0.01 0.00
H -4.428661 3.774275 1.634079 -0.01 0.00 0.00
H -4.484366 4.663124 3.940513 -0.01 0.00 0.00
H -2.651955 4.137817 5.511169 0.00 0.00 0.01
H -0.765351 2.731122 4.784352 0.01 0.00 0.00
H 0.557894 4.366833 2.755630 -0.01 -0.01 -0.01
H 2.485743 5.893524 2.709316 0.00 0.01 0.00
H 4.742515 5.032261 2.182022 0.00 0.00 0.00
H 5.060023 2.625893 1.696749 0.01 0.00 0.00
H 3.135652 1.093244 1.727863 0.00 -0.01 -0.01
```
Forces are in eV/Å.

- Orbital gap (spin up / spin down): 6.900 / 5.961 eV
- Lowest unoccupied orbital energy (spin up / spin down): 0.21 / -0.94 eV
- HOMO energy (spin up / spin down): -6.69 / -6.90 eV
- Largest force on an atom: 0.544 eV Å⁻¹
- ⟨S²⟩: 2.0092
- Multiplicity: 3
- Energy relative to the best compared isomer or geometry (same formula, charge and spin): 42.41 kJ/mol